Entry 1:
ORCA calculation (wB97M-V/def2-TZVPD) on C56H55N4O5P2STeTi as an isolated structure.

Each line ends with the Mulliken charge.
Atoms and positions in Å:
Ti: 1.08 0.57 -0.68  -0.454
O: 5.96 5.10 -0.93  -0.499
C: 4.77 4.70 -0.43  0.569
O: 4.12 5.41 0.28  -0.434
C: 4.36 3.31 -0.76  -0.283
C: 5.14 2.16 -0.79  -0.612
N: 4.31 1.12 -0.98  -0.048
N: 3.04 1.52 -1.07  1.191
C: 3.05 2.84 -0.92  -0.107
C: 1.68 3.47 -0.98  0.232
O: 1.49 4.62 -1.28  -0.669
O: 0.77 2.57 -0.71  0.143
H: 6.28 4.47 -1.58  0.355
H: 6.19 2.00 -0.64  0.526
H: 4.50 0.14 -0.82  0.071
C: -4.46 1.83 6.48  -0.817
S: -3.15 2.94 5.95  -0.027
C: -2.72 2.15 4.38  -0.726
C: -1.58 2.91 3.73  -0.897
C: -1.34 2.63 2.26  -0.878
N: -0.77 1.29 1.91  0.868
P: -1.33 0.43 0.51  1.205
C: -2.65 1.37 -0.30  0.534
C: -3.98 0.95 -0.25  -0.783
C: -4.97 1.64 -0.93  -0.704
C: -4.64 2.77 -1.67  -0.715
C: -3.32 3.20 -1.72  -0.747
C: -2.33 2.51 -1.05  -0.417
C: -2.21 -1.01 1.19  0.796
C: -2.99 -0.82 2.33  -0.599
C: -3.71 -1.87 2.87  -0.565
C: -3.66 -3.13 2.28  -0.972
C: -2.88 -3.32 1.15  -0.909
C: -2.17 -2.26 0.60  -0.035
P: 0.95 1.03 1.95  2.181
C: 1.65 2.40 2.92  0.699
C: 2.15 3.56 2.35  -0.487
C: 2.65 4.58 3.14  -0.992
C: 2.67 4.45 4.52  -0.745
C: 2.18 3.29 5.11  -0.560
C: 1.68 2.27 4.32  -1.407
C: 1.31 -0.39 3.01  0.022
C: 2.63 -0.57 3.40  -0.401
C: 3.00 -1.70 4.12  -1.031
C: 2.05 -2.66 4.44  -0.559
C: 0.73 -2.48 4.05  -0.719
C: 0.36 -1.35 3.34  -0.426
H: -4.82 2.18 7.44  0.356
H: -4.09 0.81 6.61  0.240
H: -5.29 1.83 5.77  0.265
H: -3.60 2.13 3.73  0.392
H: -2.42 1.12 4.58  0.274
H: -0.67 2.75 4.31  0.155
H: -1.78 3.99 3.79  0.670
H: -0.68 3.41 1.84  0.167
H: -2.28 2.71 1.72  0.900
H: -4.25 0.06 0.31  0.509
H: -5.99 1.30 -0.89  0.465
H: -5.41 3.31 -2.20  0.397
H: -3.07 4.09 -2.29  0.550
H: -1.31 2.87 -1.08  0.382
H: -3.03 0.15 2.79  0.309
H: -4.32 -1.71 3.75  0.522
H: -4.21 -3.95 2.71  0.402
H: -2.84 -4.29 0.68  0.525
H: -1.57 -2.43 -0.28  -0.253
H: 2.15 3.71 1.29  0.653
H: 3.04 5.47 2.66  0.561
H: 3.06 5.24 5.14  0.420
H: 2.19 3.17 6.19  0.475
H: 1.31 1.37 4.79  0.528
H: 3.39 0.16 3.15  0.508
H: 4.03 -1.83 4.41  0.421
H: 2.34 -3.54 4.99  0.447
H: -0.02 -3.22 4.31  0.452
H: -0.67 -1.23 3.05  0.085
C: -4.07 -3.17 -7.28  -1.613
C: -3.09 -2.88 -6.19  0.714
C: -1.76 -3.26 -6.29  -0.995
C: -0.85 -3.00 -5.28  0.485
C: 0.58 -3.43 -5.49  -1.300
C: -1.27 -2.34 -4.11  -0.188
Te: 0.10 -2.17 -2.49  0.956
N: 1.85 -0.95 -0.23  1.004
C: 2.87 -1.56 0.44  -0.153
O: 3.89 -0.95 0.75  -0.796
C: 2.69 -3.01 0.72  0.245
C: 3.80 -3.78 1.05  -0.637
C: 3.64 -5.13 1.35  -0.801
C: 2.37 -5.69 1.35  -0.539
C: 1.26 -4.92 1.05  -1.206
C: 1.42 -3.58 0.74  0.501
C: 0.83 -0.28 -3.13  -1.102
C: -0.10 0.76 -3.25  1.066
C: 0.26 1.97 -3.85  -1.097
C: 1.54 2.13 -4.34  -0.874
C: 2.47 1.10 -4.21  -0.853
C: 2.15 -0.10 -3.60  1.762
C: 3.19 -1.17 -3.44  -1.546
C: -2.61 -1.92 -4.00  1.430
C: -3.16 -1.14 -2.85  -0.939
C: -3.49 -2.21 -5.04  -0.833
H: -3.61 -3.73 -8.10  0.352
H: -4.48 -2.25 -7.70  0.342
H: -4.91 -3.76 -6.91  0.357
H: -1.42 -3.78 -7.18  0.326
H: 0.73 -3.73 -6.53  0.417
H: 0.87 -4.26 -4.85  0.313
H: 1.27 -2.61 -5.28  -0.012
H: 4.78 -3.32 1.06  0.476
H: 4.50 -5.73 1.59  0.437
H: 2.25 -6.74 1.59  0.446
H: 0.27 -5.35 1.07  0.510
H: 0.56 -2.96 0.53  0.077
H: -1.11 0.61 -2.91  0.239
H: -0.47 2.77 -3.92  0.488
H: 1.83 3.06 -4.81  0.407
H: 3.47 1.25 -4.58  0.529
H: 4.18 -0.77 -3.67  0.444
H: 3.01 -2.02 -4.10  0.232
H: 3.19 -1.57 -2.43  0.166
H: -4.12 -1.54 -2.53  0.749
H: -3.33 -0.10 -3.14  0.383
H: -2.50 -1.13 -1.99  -0.786
H: -4.52 -1.88 -4.95  0.472

* charge: +1
* calculated total energy: -4960.52197 a.u.
* Kohn-Sham gap: 6.84 eV


Entry 2:
ORCA calculation (wB97M-V/def2-TZVPD) on a 2-piece molecular cluster, C2H7NO2 overall.

Each line ends with the natural charge from an NBO analysis.
Atoms and positions in Å:
C: 1.24 1.44 -0.02  0.305
O: 2.18 0.68 0.04  -0.530
H: 1.19 2.32 0.79  0.094
H: 0.50 1.53 -0.80  0.115
N: -0.66 -1.45 -0.97  -0.830
C: -1.51 -0.81 -0.01  0.081
O: -0.94 0.22 0.86  -0.767
H: -0.14 -0.72 -1.47  0.364
H: -0.03 -2.11 -0.57  0.363
H: -2.23 -0.31 -0.65  0.165
H: -2.01 -1.54 0.68  0.162
H: -0.89 -0.08 1.79  0.479

* calculated total energy: -285.58341 a.u.
* Kohn-Sham gap: 10.63 eV


Entry 3:
ORCA calculation (wB97M-V/def2-TZVPD) on a 6-piece molecular cluster, C29H41N2O18 overall.

Each line ends with the Mulliken charge.
Atoms and positions in Å:
C: 5.74 -0.50 -0.72  -1.115
C: 5.13 0.63 0.03  0.681
O: 5.55 1.01 1.08  -0.487
N: 3.98 1.28 -0.60  0.100
C: 4.53 2.29 -1.53  -1.022
O: 3.34 1.99 0.48  -0.311
C: 2.17 2.48 0.02  -0.065
O: 1.96 3.63 -0.14  -0.530
C: 1.10 1.46 -0.24  1.104
C: 1.01 0.30 0.49  -0.494
C: 0.01 -0.61 0.20  -0.741
N: -0.86 -0.36 -0.78  0.485
C: -0.80 0.78 -1.50  -0.542
C: 0.18 1.72 -1.25  -0.619
H: 6.06 -0.20 -1.71  0.411
H: 5.08 -1.36 -0.81  0.248
H: 6.63 -0.82 -0.19  0.326
H: 5.06 3.04 -0.95  0.391
H: 5.26 1.80 -2.17  0.388
H: 3.75 2.71 -2.16  0.270
H: 1.70 0.10 1.30  0.656
H: -0.09 -1.52 0.76  0.698
H: -1.60 -1.01 -1.01  -0.121
H: -1.54 0.95 -2.26  0.512
H: 0.22 2.62 -1.84  0.602
C: 0.37 -5.32 -3.60  -1.515
C: -0.05 -5.24 -2.15  0.447
C: -1.02 -4.13 -1.82  -0.521
O: -0.74 -3.89 -0.43  -0.307
C: 0.56 -4.23 -0.23  0.659
O: 1.17 -3.96 0.76  -0.556
O: 1.06 -4.88 -1.29  -0.250
H: 1.13 -6.08 -3.73  0.396
H: -0.49 -5.56 -4.23  0.388
H: 0.80 -4.37 -3.93  0.352
H: -0.44 -6.21 -1.82  0.294
H: -2.06 -4.42 -1.95  0.327
H: -0.83 -3.21 -2.37  0.271
C: -7.24 -0.54 -1.02  -1.472
C: -6.12 -1.53 -1.19  0.497
C: -4.99 -1.32 -0.22  -0.212
O: -3.86 -1.84 -0.96  -0.222
C: -4.16 -1.69 -2.29  0.585
O: -3.36 -1.84 -3.16  -0.542
O: -5.44 -1.35 -2.45  -0.369
H: -8.00 -0.66 -1.80  0.400
H: -7.72 -0.66 -0.05  0.352
H: -6.85 0.47 -1.10  0.376
H: -6.48 -2.56 -1.16  0.254
H: -5.12 -1.84 0.72  0.375
H: -4.80 -0.26 -0.03  0.038
C: -2.80 3.23 1.69  -1.269
C: -4.30 3.33 1.80  0.506
C: -4.92 2.44 2.85  -0.491
O: -6.24 2.23 2.32  -0.346
C: -6.16 2.34 0.98  0.688
O: -7.02 2.03 0.22  -0.589
O: -4.95 2.83 0.61  -0.374
H: -2.44 3.82 0.85  0.188
H: -2.32 3.59 2.60  0.427
H: -2.49 2.19 1.51  0.263
H: -4.60 4.37 1.92  0.343
H: -4.97 2.91 3.83  0.345
H: -4.43 1.47 2.93  0.281
C: 1.57 5.75 2.34  -1.599
C: 0.57 5.91 1.22  0.984
C: 0.55 7.27 0.57  -0.532
O: -0.80 7.34 0.07  -0.338
C: -1.56 6.56 0.88  0.651
O: -2.75 6.53 0.86  -0.522
O: -0.78 5.82 1.70  -0.367
H: 1.46 4.77 2.81  0.328
H: 2.59 5.84 1.96  0.363
H: 1.41 6.50 3.12  0.465
H: 0.71 5.12 0.48  0.040
H: 1.26 7.37 -0.25  0.327
H: 0.70 8.08 1.28  0.304
C: 3.62 -3.94 1.52  -1.162
C: 4.43 -5.15 1.14  0.552
C: 5.59 -5.48 2.05  -0.499
O: 6.48 -6.16 1.17  -0.332
C: 6.24 -5.70 -0.09  0.609
O: 6.92 -5.92 -1.03  -0.528
O: 5.11 -4.94 -0.11  -0.332
H: 2.86 -3.74 0.76  0.205
H: 3.12 -4.09 2.48  0.339
H: 4.26 -3.06 1.59  0.318
H: 3.77 -6.02 1.02  0.255
H: 5.31 -6.11 2.89  0.329
H: 6.09 -4.58 2.42  0.301

* charge: +1
* calculated total energy: -2593.27701 a.u.
* Kohn-Sham gap: 7.54 eV


Entry 4:
ORCA calculation (wB97M-V/def2-TZVPD) on C32H41Cl5IrN5S4SbSi3 as an isolated structure.

Each line ends with the Mulliken charge.
Atoms and positions in Å:
Ir: 0.00 -0.06 0.24  1.560
C: 0.86 -0.45 5.31  -0.871
N: 1.86 -0.25 4.27  0.317
C: 3.12 0.28 4.46  -0.844
C: 3.73 0.29 3.27  -0.344
N: 2.85 -0.25 2.34  0.810
C: 1.67 -0.57 2.98  -0.356
S: 0.26 -1.27 2.38  -0.195
C: 3.18 -0.40 0.96  0.077
C: 4.54 -0.50 0.65  -0.740
C: 4.91 -0.61 -0.68  -0.790
C: 3.93 -0.61 -1.66  -0.890
C: 2.62 -0.50 -1.26  -0.479
N: 2.23 -0.39 0.03  0.334
H: 1.29 -0.15 6.26  0.340
H: 0.57 -1.50 5.35  0.367
H: -0.02 0.15 5.09  0.306
H: 3.46 0.61 5.43  0.450
H: 4.70 0.67 3.00  0.430
H: 5.28 -0.54 1.42  0.549
H: 5.96 -0.70 -0.93  0.443
H: 4.17 -0.71 -2.71  0.543
H: 1.81 -0.52 -1.98  0.417
Cl: -0.81 -0.34 -2.72  -0.209
C: -2.21 -0.56 -1.70  1.020
C: -1.98 -0.48 -0.33  -1.207
C: -3.11 -0.68 0.46  0.844
Cl: -2.95 -0.68 2.19  -0.179
C: -4.38 -0.88 -0.08  -0.152
Cl: -5.75 -1.08 0.94  -0.179
C: -4.55 -0.94 -1.46  0.505
Cl: -6.11 -1.19 -2.14  -0.177
C: -3.44 -0.78 -2.29  -0.215
Cl: -3.61 -0.86 -4.00  -0.172
C: -3.56 2.91 -1.04  -0.609
Si: -2.53 3.66 0.31  0.500
C: -2.43 5.51 0.14  -1.011
C: -3.14 3.22 2.02  -0.834
Sb: -0.19 2.64 0.07  -1.656
Si: 1.10 3.68 2.00  0.453
C: 0.43 2.81 3.51  -0.520
C: 0.86 5.53 2.17  -1.117
C: 2.93 3.33 1.75  -0.986
Si: 0.86 3.67 -2.03  0.721
C: 0.54 5.50 -2.06  -1.039
C: 0.13 2.88 -3.56  -1.063
C: 2.69 3.33 -1.91  -0.839
H: -4.61 3.18 -0.92  0.452
H: -3.50 1.82 -1.04  -0.078
H: -3.24 3.26 -2.02  0.319
H: -3.43 5.91 0.27  0.406
H: -2.07 5.82 -0.84  0.250
H: -1.79 5.95 0.90  0.205
H: -4.21 3.39 2.07  0.416
H: -2.66 3.86 2.76  0.294
H: -2.94 2.18 2.28  0.187
H: -0.51 3.27 3.83  0.486
H: 1.13 2.86 4.34  0.463
H: 0.22 1.76 3.29  -0.314
H: -0.11 5.76 2.62  0.324
H: 0.92 6.04 1.21  0.245
H: 1.63 5.95 2.81  0.398
H: 3.11 2.37 1.25  0.074
H: 3.44 3.32 2.71  0.432
H: 3.38 4.11 1.14  0.479
H: -0.48 5.71 -2.40  0.301
H: 1.22 5.97 -2.78  0.398
H: 0.69 5.98 -1.10  0.195
H: -0.93 2.63 -3.44  0.286
H: 0.65 1.97 -3.84  0.286
H: 0.21 3.59 -4.39  0.417
H: 3.17 4.03 -1.22  0.286
H: 3.16 3.46 -2.89  0.452
H: 2.90 2.32 -1.56  0.046
S: -1.36 -8.21 1.11  -0.231
C: -0.64 -7.02 0.28  0.117
S: 0.09 -5.61 0.98  -0.051
C: 0.41 -4.93 -0.58  0.095
N: 0.02 -5.76 -1.58  -0.787
N: -0.52 -6.87 -1.12  0.725
C: -0.98 -7.81 -2.11  0.566
C: -1.56 -7.29 -3.26  -0.314
C: -2.00 -8.16 -4.24  -0.554
C: -1.85 -9.53 -4.08  -0.467
C: -1.26 -10.03 -2.93  -0.623
C: -0.81 -9.17 -1.93  -0.476
S: 1.10 -3.46 -0.85  -0.037
H: -1.66 -6.22 -3.38  0.494
H: -2.45 -7.76 -5.14  0.364
H: -2.20 -10.21 -4.84  0.389
H: -1.13 -11.09 -2.80  0.372
H: -0.33 -9.56 -1.05  0.399

* expectation value of S²: 6.053
* charge: +1
* 2S+1: 5
* calculated total energy: -6624.36502 a.u.
* Kohn-Sham gap (spin up / spin down): 6.09 / 5.93 eV


What are the maximum force values for these records? In order: 1.75; 3.61; 1.66; 0.95 eV/Å.